(1)
Entry from OMol25: a 2-piece molecular cluster, C4H13N3O2 overall (ωB97M-V/def2-TZVPD).

Gap between HOMO and LUMO ... 8.159 eV
SMILES ... CC(C)C(=O)O.NNN

Geometry (Å):
C -1.202 -0.209 -0.529
C -1.813 -1.189 0.464
C -2.073 -0.073 -1.769
C 0.268 -0.594 -0.974
O 0.826 -1.590 -0.255
O 0.826 -0.193 -1.983
H 1.643 -1.810 -0.751
H -1.121 0.771 -0.049
H -1.905 -2.190 0.029
H -2.813 -0.860 0.770
H -1.201 -1.278 1.368
H -2.233 -1.045 -2.248
H -3.049 0.351 -1.510
H -1.614 0.594 -2.507
N 1.349 1.056 1.521
N 1.459 2.230 0.772
N 2.610 0.753 2.041
H 0.876 0.242 0.966
H 2.438 2.451 0.582
H 0.995 2.176 -0.133
H 3.217 0.293 1.363
H 2.518 0.115 2.834

=====

(2)
Entry from OMol25: C35H58O37S4Zn as an isolated structure (ωB97M-V/def2-TZVPD).

Gap between HOMO and LUMO ... 9.631 eV

Geometry (Å):
Zn 0.050 -0.155 -0.027
C 3.037 0.736 2.545
C 1.823 0.501 1.644
O 1.729 -0.675 1.046
O 0.943 1.349 1.441
H 3.267 -0.126 3.162
H 2.817 1.585 3.163
H 3.855 0.982 1.907
C 0.315 1.619 -2.296
O -0.176 0.387 -1.751
H -0.017 2.448 -1.675
H 1.391 1.601 -2.258
H 0.012 1.836 -3.356
C -0.637 3.072 2.890
C -1.222 4.149 3.735
O -0.374 4.176 4.930
S 0.319 2.777 5.197
O -0.315 2.124 6.296
O 1.705 2.844 5.124
O -0.211 2.116 3.861
H 0.187 3.389 2.257
H -1.350 2.547 2.232
H -2.213 3.935 4.125
H -1.037 5.134 3.268
C 4.257 -1.609 -1.985
C 5.729 -2.146 -2.018
O 6.027 -2.669 -0.741
S 5.035 -2.103 0.424
O 5.675 -1.107 1.212
O 4.453 -3.227 1.131
O 4.061 -1.371 -0.579
H 3.501 -2.376 -2.225
H 4.079 -0.739 -2.612
H 6.450 -1.332 -2.215
H 5.913 -2.851 -2.770
C 3.433 -2.558 -7.803
C 3.318 -3.404 -6.570
O 3.344 -2.481 -5.456
S 4.508 -1.522 -5.795
O 5.796 -2.158 -5.616
O 4.231 -0.251 -5.214
O 4.166 -1.427 -7.347
H 2.464 -2.192 -8.096
H 3.925 -3.106 -8.558
H 4.152 -4.071 -6.419
H 2.463 -4.017 -6.509
C -3.276 -0.261 -2.196
C -3.932 0.142 -3.504
O -5.373 0.003 -3.241
S -5.623 -0.781 -1.809
O -6.471 -1.911 -2.006
O -5.880 0.266 -0.863
O -4.141 -1.224 -1.606
H -3.192 0.582 -1.492
H -2.323 -0.738 -2.251
H -3.582 -0.453 -4.315
H -3.915 1.157 -3.890
C 2.571 -3.825 4.198
C 1.510 -3.582 3.107
C 1.674 -4.385 1.815
O 0.263 -4.829 1.561
C -0.499 -4.485 2.647
O -1.671 -4.711 2.686
O 0.184 -3.868 3.610
H 2.596 -3.052 4.940
H 3.505 -3.809 3.722
H 2.375 -4.807 4.626
H 1.486 -2.501 2.903
H 2.289 -5.204 1.951
H 2.024 -3.759 0.988
C -4.090 -0.307 5.032
C -2.860 0.211 4.342
C -1.691 -0.791 4.267
O -1.172 -0.690 2.940
C -2.048 0.125 2.235
O -1.766 0.403 1.123
O -3.062 0.545 2.948
H -4.839 0.446 5.080
H -3.808 -0.676 6.027
H -4.618 -1.118 4.468
H -2.665 1.150 4.823
H -2.074 -1.760 4.455
H -0.875 -0.557 5.004
C -5.127 -2.912 1.108
C -3.764 -3.482 1.349
C -3.283 -4.557 0.368
O -2.001 -4.062 -0.199
C -1.811 -2.813 0.160
O -0.874 -2.131 -0.189
O -2.821 -2.349 0.908
H -5.926 -3.468 1.521
H -5.357 -2.922 0.013
H -5.093 -1.837 1.454
H -3.660 -3.763 2.403
H -3.950 -4.736 -0.458
H -3.131 -5.402 0.908
C 4.818 6.447 1.163
C 3.864 5.325 1.676
C 3.164 5.359 3.059
O 1.889 5.960 2.753
C 1.679 5.872 1.424
O 0.551 5.907 0.982
O 2.730 5.488 0.768
H 5.678 6.459 1.821
H 4.273 7.357 1.197
H 5.050 6.368 0.128
H 4.212 4.325 1.511
H 3.657 5.952 3.813
H 3.007 4.402 3.508
C -2.989 4.270 -1.747
C -4.162 4.410 -0.784
C -4.305 3.289 0.223
O -3.844 3.804 1.484
C -3.612 5.123 1.270
O -3.160 5.809 2.141
O -3.964 5.524 0.039
H -3.128 4.926 -2.599
H -2.726 3.299 -2.097
H -2.056 4.598 -1.290
H -5.153 4.576 -1.292
H -3.753 2.342 0.053
H -5.353 2.988 0.307
C 0.981 -2.747 -2.996
C -0.159 -2.119 -3.800
C 0.185 -0.744 -4.402
O 0.577 -1.181 -5.775
C 0.024 -2.312 -6.044
O -0.050 -2.816 -7.127
O -0.403 -2.987 -4.926
H 1.278 -2.112 -2.132
H 1.869 -2.990 -3.573
H 0.757 -3.710 -2.499
H -1.089 -2.270 -3.139
H 1.079 -0.396 -3.934
H -0.522 0.058 -4.538